# 1
{
  "formula": "C5H6O",
  "method": "ωB97M-V with the def2-TZVPD basis set",
  "smiles": "C=C=CCC=O",
  "charge": 0,
  "fmax_ev_per_a": 0.6,
  "total_energy_ha": -269.27411,
  "e_lumo_ev": 0.956,
  "symbols": ["C", "C", "C", "C", "C", "O", "H", "H", "H", "H", "H", "H"],
  "xyz": [[-1.550, 1.191, -1.055], [-0.402, 1.162, -0.434], [0.703, 0.877, 0.202], [0.691, -0.403, 1.015], [0.551, -1.599, 0.083], [1.101, -1.673, -0.988], [-2.408, 1.743, -0.685], [-1.664, 0.618, -1.972], [1.620, 1.444, 0.073], [1.612, -0.536, 1.598], [-0.141, -0.403, 1.727], [-0.113, -2.421, 0.435]]
}

***

# 2
{
  "formula": "C4H4Cl2OS",
  "method": "ωB97M-V with the def2-TZVPD basis set",
  "smiles": "O=C(CCl)[C@@H](Cl)C=S",
  "charge": 0,
  "fmax_ev_per_a": 3.7,
  "total_energy_ha": -1548.58089,
  "e_lumo_ev": -1.140,
  "symbols": ["O", "C", "C", "Cl", "C", "Cl", "C", "S", "H", "H", "H", "H"],
  "xyz": [[0.658, 1.224, 0.881], [-0.141, 0.506, 0.324], [-0.883, 1.074, -0.939], [-0.968, 2.802, -1.040], [-0.185, -0.956, 0.656], [-1.631, -1.762, -0.065], [1.114, -1.519, 0.125], [2.558, -1.281, 0.790], [-1.891, 0.653, -0.845], [-0.452, 0.706, -1.896], [-0.272, -1.025, 1.738], [1.163, -1.945, -0.893]]
}

***

# 3
{
  "formula": "C6H6O",
  "method": "ωB97M-V with the def2-TZVPD basis set",
  "smiles": "C#CCC(O)=C=C",
  "charge": 0,
  "fmax_ev_per_a": 0.7,
  "total_energy_ha": -307.31527,
  "e_lumo_ev": 0.740,
  "symbols": ["C", "C", "C", "C", "O", "C", "C", "H", "H", "H", "H", "H", "H"],
  "xyz": [[-2.637, 1.190, -1.244], [-1.741, 0.407, -1.076], [-0.603, -0.448, -0.762], [0.076, -0.036, 0.511], [-0.702, -0.103, 1.616], [1.354, 0.284, 0.534], [2.547, -0.257, 0.543], [-3.428, 1.889, -1.381], [-0.919, -1.491, -0.625], [0.142, -0.434, -1.563], [-0.133, 0.090, 2.376], [2.546, -1.344, 0.557], [3.498, 0.253, 0.516]]
}

***

# 4
{
  "formula": "C76H152BN8O16",
  "method": "ωB97M-V with the def2-TZVPD basis set",
  "charge": 0,
  "multiplicity": 2,
  "fmax_ev_per_a": 4.9,
  "total_energy_ha": -4653.26857,
  "e_lumo_ev": [-0.446, -4.449],
  "s2": 0.75,
  "symbols": ["O", "C", "O", "B", "O", "C", "O", "O", "C", "O", "C", "O", "O", "C", "C", "C", "C", "C", "C", "N", "O", "C", "C", "C", "H", "H", "H", "H", "H", "H", "H", "H", "H", "H", "H", "H", "H", "H", "H", "H", "H", "H", "H", "C", "C", "C", "C", "C", "C", "N", "O", "C", "C", "C", "H", "H", "H", "H", "H", "H", "H", "H", "H", "H", "H", "H", "H", "H", "H", "H", "H", "H", "H", "C", "C", "C", "C", "C", "C", "N", "O", "C", "C", "C", "H", "H", "H", "H", "H", "H", "H", "H", "H", "H", "H", "H", "H", "H", "H", "H", "H", "H", "H", "C", "C", "C", "C", "C", "C", "N", "O", "C", "C", "C", "H", "H", "H", "H", "H", "H", "H", "H", "H", "H", "H", "H", "H", "H", "H", "H", "H", "H", "H", "C", "C", "C", "C", "C", "C", "N", "O", "C", "C", "C", "H", "H", "H", "H", "H", "H", "H", "H", "H", "H", "H", "H", "H", "H", "H", "H", "H", "H", "H", "C", "C", "C", "C", "C", "C", "N", "O", "C", "C", "C", "H", "H", "H", "H", "H", "H", "H", "H", "H", "H", "H", "H", "H", "H", "H", "H", "H", "H", "H", "C", "C", "C", "C", "C", "C", "N", "O", "C", "C", "C", "H", "H", "H", "H", "H", "H", "H", "H", "H", "H", "H", "H", "H", "H", "H", "H", "H", "H", "H", "C", "C", "C", "C", "C", "C", "N", "O", "C", "C", "C", "H", "H", "H", "H", "H", "H", "H", "H", "H", "H", "H", "H", "H", "H", "H", "H", "H", "H", "H"],
  "xyz": [[-9.327, -16.429, 12.023], [-10.195, -15.591, 11.674], [-10.147, -14.290, 11.423], [-11.478, -13.697, 11.263], [-12.383, -14.916, 11.196], [-11.700, -16.031, 11.442], [-12.159, -17.190, 11.471], [-11.662, -12.929, 10.043], [-12.010, -11.754, 10.415], [-12.232, -10.834, 9.620], [-12.187, -11.757, 11.939], [-11.844, -12.876, 12.410], [-12.573, -10.779, 12.628], [-10.568, -10.247, 6.442], [-11.687, -10.028, 5.400], [-11.199, -10.046, 3.879], [-11.071, -11.477, 3.278], [-12.418, -12.146, 3.398], [-13.020, -12.199, 4.831], [-12.920, -10.868, 5.483], [-13.572, -10.636, 6.666], [-14.489, -12.546, 4.528], [-12.290, -13.338, 5.541], [-12.142, -8.510, 5.642], [-9.632, -9.737, 6.213], [-10.230, -11.281, 6.379], [-10.905, -10.096, 7.468], [-11.900, -9.482, 3.263], [-10.230, -9.550, 3.818], [-10.376, -12.195, 3.713], [-10.662, -11.447, 2.268], [-12.322, -13.194, 3.116], [-13.064, -11.829, 2.580], [-15.000, -12.687, 5.480], [-15.029, -11.725, 4.055], [-14.748, -13.431, 3.947], [-12.656, -14.282, 5.138], [-11.214, -13.172, 5.588], [-12.541, -13.336, 6.602], [-12.787, -8.265, 4.799], [-11.380, -7.731, 5.622], [-12.591, -8.328, 6.618], [-12.861, -10.833, 7.279], [-14.561, -13.015, 18.362], [-13.197, -12.592, 17.813], [-12.116, -12.760, 18.928], [-10.691, -12.649, 18.367], [-10.489, -13.656, 17.305], [-11.467, -13.528, 16.179], [-12.816, -13.496, 16.681], [-13.798, -13.570, 15.741], [-11.121, -12.278, 15.359], [-11.274, -14.713, 15.264], [-13.358, -11.087, 17.483], [-14.516, -14.078, 18.600], [-15.412, -13.046, 17.681], [-14.787, -12.576, 19.334], [-12.268, -12.098, 19.780], [-12.033, -13.808, 19.215], [-9.982, -12.891, 19.159], [-10.359, -11.668, 18.028], [-10.509, -14.584, 17.877], [-9.476, -13.481, 16.943], [-10.948, -11.465, 16.064], [-10.315, -12.286, 14.625], [-11.973, -11.984, 14.747], [-10.251, -14.739, 14.889], [-11.513, -15.693, 15.678], [-11.858, -14.617, 14.349], [-13.970, -10.972, 16.589], [-12.381, -10.693, 17.201], [-13.973, -10.486, 18.153], [-13.896, -12.704, 15.340], [-15.305, -8.689, 12.879], [-16.261, -9.437, 13.853], [-17.754, -9.070, 13.453], [-18.192, -9.725, 12.151], [-18.117, -11.288, 12.332], [-16.639, -11.777, 12.700], [-16.095, -10.929, 13.824], [-14.843, -11.424, 14.331], [-16.804, -13.176, 13.379], [-15.803, -11.988, 11.383], [-16.059, -8.828, 15.222], [-15.480, -7.619, 12.990], [-15.511, -8.826, 11.817], [-14.245, -8.813, 13.098], [-18.428, -9.454, 14.219], [-17.777, -7.998, 13.257], [-17.580, -9.494, 11.280], [-19.218, -9.427, 11.935], [-18.451, -11.769, 11.413], [-18.899, -11.523, 13.053], [-17.087, -12.962, 14.410], [-17.498, -13.890, 12.935], [-15.865, -13.712, 13.513], [-15.185, -11.095, 11.281], [-15.133, -12.826, 11.576], [-16.373, -12.204, 10.479], [-16.619, -7.898, 15.309], [-15.003, -8.714, 15.468], [-16.430, -9.485, 16.009], [-14.181, -11.084, 13.725], [-13.092, -6.584, 10.266], [-12.086, -5.978, 11.221], [-12.697, -4.718, 11.898], [-12.275, -4.328, 13.338], [-12.396, -5.566, 14.164], [-11.504, -6.782, 13.646], [-11.745, -7.024, 12.220], [-11.059, -8.162, 11.699], [-10.037, -6.428, 13.806], [-11.735, -7.954, 14.532], [-10.721, -5.500, 10.580], [-12.574, -7.375, 9.723], [-13.469, -5.827, 9.580], [-13.986, -7.013, 10.718], [-12.273, -3.851, 11.391], [-13.781, -4.676, 11.791], [-12.807, -3.577, 13.922], [-11.237, -4.003, 13.405], [-13.452, -5.827, 14.245], [-12.030, -5.240, 15.138], [-9.393, -7.237, 13.460], [-9.889, -5.611, 13.100], [-9.692, -6.160, 14.804], [-11.679, -7.622, 15.569], [-12.801, -8.180, 14.583], [-11.299, -8.912, 14.249], [-10.062, -6.283, 10.205], [-10.142, -4.724, 11.081], [-10.859, -5.006, 9.618], [-11.742, -8.751, 11.372], [-7.832, -11.907, 12.358], [-6.603, -11.694, 11.414], [-6.914, -12.433, 10.076], [-7.740, -11.546, 9.154], [-7.137, -10.204, 8.923], [-6.792, -9.415, 10.169], [-6.150, -10.241, 11.150], [-5.905, -9.646, 12.355], [-5.763, -8.327, 9.711], [-8.008, -8.748, 10.747], [-5.316, -12.451, 11.973], [-7.957, -12.973, 12.551], [-8.796, -11.464, 12.109], [-7.647, -11.456, 13.332], [-6.018, -12.748, 9.540], [-7.412, -13.391, 10.217], [-8.783, -11.476, 9.464], [-7.842, -11.994, 8.166], [-7.801, -9.718, 8.207], [-6.299, -10.323, 8.236], [-5.649, -7.586, 10.502], [-4.785, -8.686, 9.389], [-6.150, -7.865, 8.803], [-8.782, -8.619, 9.990], [-8.569, -9.367, 11.447], [-7.791, -7.859, 11.339], [-5.541, -13.487, 12.225], [-4.934, -11.953, 12.864], [-4.454, -12.373, 11.310], [-6.811, -9.517, 12.645], [-13.213, -23.657, 12.509], [-12.077, -23.254, 13.445], [-10.734, -23.615, 12.794], [-9.482, -22.955, 13.461], [-9.556, -21.416, 13.456], [-10.911, -20.998, 14.222], [-12.091, -21.728, 13.651], [-13.355, -21.309, 14.061], [-10.611, -21.205, 15.675], [-11.111, -19.436, 13.947], [-12.225, -24.112, 14.777], [-13.184, -23.063, 11.595], [-14.234, -23.510, 12.861], [-12.990, -24.658, 12.141], [-10.587, -24.670, 12.561], [-10.732, -23.261, 11.763], [-8.712, -23.280, 12.761], [-9.056, -23.301, 14.403], [-9.619, -20.973, 12.462], [-8.619, -20.961, 13.776], [-10.172, -22.175, 15.910], [-9.928, -20.450, 16.064], [-11.519, -21.090, 16.267], [-11.086, -19.068, 12.921], [-11.974, -19.090, 14.516], [-10.330, -18.840, 14.419], [-11.200, -24.202, 15.139], [-12.676, -25.103, 14.826], [-12.847, -23.533, 15.460], [-13.482, -21.824, 14.861], [-14.456, -17.264, 6.341], [-13.977, -17.149, 7.804], [-13.356, -15.637, 7.977], [-14.453, -14.603, 8.136], [-15.476, -15.018, 9.204], [-16.177, -16.405, 9.009], [-15.097, -17.405, 8.811], [-15.492, -18.714, 8.984], [-16.947, -16.626, 10.298], [-17.147, -16.240, 7.826], [-12.893, -18.181, 8.087], [-15.072, -16.476, 5.908], [-15.084, -18.151, 6.254], [-13.527, -17.444, 5.799], [-12.632, -15.618, 8.792], [-12.887, -15.379, 7.027], [-14.968, -14.475, 7.184], [-13.909, -13.678, 8.327], [-16.221, -14.223, 9.231], [-14.863, -15.016, 10.105], [-16.296, -16.844, 11.145], [-17.518, -15.737, 10.567], [-17.709, -17.403, 10.340], [-17.293, -17.212, 7.354], [-18.139, -15.883, 8.103], [-16.816, -15.673, 6.956], [-12.066, -17.897, 7.436], [-13.166, -19.225, 7.933], [-12.611, -17.968, 9.118], [-16.145, -18.793, 8.285], [-9.464, -18.934, 6.414], [-8.060, -18.776, 7.030], [-7.984, -17.229, 7.215], [-6.958, -16.709, 8.156], [-7.034, -17.480, 9.470], [-6.977, -19.001, 9.389], [-7.998, -19.451, 8.310], [-8.254, -20.788, 8.232], [-5.529, -19.597, 9.055], [-7.593, -19.542, 10.753], [-7.044, -19.249, 5.982], [-9.594, -19.997, 6.209], [-9.545, -18.317, 5.519], [-10.256, -18.628, 7.097], [-7.918, -16.488, 6.419], [-8.911, -16.915, 7.695], [-7.320, -15.690, 8.298], [-5.979, -16.692, 7.677], [-8.021, -17.188, 9.829], [-6.334, -16.970, 10.132], [-5.008, -18.799, 8.526], [-4.882, -19.942, 9.862], [-5.579, -20.464, 8.396], [-7.099, -19.004, 11.562], [-8.641, -19.255, 10.840], [-7.473, -20.606, 10.957], [-7.190, -20.312, 5.791], [-6.089, -19.073, 6.477], [-7.123, -18.685, 5.053], [-9.195, -20.915, 8.377]]
}